Entry 1:
Molecular formula: C34H41N3OSiTc
Method: DFT, ωB97M-V/def2-TZVPD

XYZ file:
```
81
Properties=species:S:1:pos:R:3:mulliken_spin:R:1
Tc 0.475 -0.354 -0.701 1.446
C 4.134 -2.383 -2.334 0.008
Si 3.360 -0.721 -1.958 -0.028
C 4.547 0.730 -1.938 0.017
C 1.880 -0.321 -3.106 0.017
N 2.442 -0.721 -0.439 0.312
C 2.882 -0.871 0.840 0.017
C 4.211 -1.128 1.231 0.084
C 4.546 -1.210 2.564 -0.044
C 3.576 -1.045 3.551 0.109
C 2.255 -0.798 3.204 -0.061
C 1.922 -0.721 1.870 0.067
O 0.621 -0.492 1.398 0.011
C -0.424 -0.215 2.308 -0.014
C -1.053 -1.263 2.951 0.004
C -2.107 -0.984 3.808 -0.004
C -2.522 0.327 3.999 0.002
C -1.881 1.366 3.336 0.003
C -0.821 1.098 2.484 0.009
H 4.499 -2.397 -3.364 0.001
H 3.427 -3.205 -2.222 0.000
H 4.990 -2.588 -1.689 0.000
H 5.043 0.821 -2.907 0.001
H 5.324 0.611 -1.182 0.000
H 4.026 1.668 -1.739 -0.002
H 1.948 -0.867 -4.048 0.005
H 1.836 0.742 -3.350 -0.003
H 0.887 -0.621 -2.689 -0.008
H 4.968 -1.246 0.467 0.003
H 5.573 -1.399 2.846 -0.001
H 3.850 -1.103 4.595 0.004
H 1.500 -0.667 3.967 0.002
H -0.725 -2.284 2.791 0.007
H -2.597 -1.794 4.332 0.001
H -3.344 0.541 4.670 0.000
H -2.204 2.387 3.489 0.000
H -0.299 1.893 1.966 0.005
C -4.989 -3.413 1.060 -0.004
C -3.596 -3.096 0.600 -0.009
C -2.590 -4.071 0.656 0.288
C -1.282 -3.824 0.215 -0.025
C -0.205 -4.866 0.323 0.006
C -1.019 -2.595 -0.344 0.073
C -2.012 -1.575 -0.436 0.074
C -3.295 -1.844 0.099 0.126
N -1.596 -0.419 -0.997 0.450
C -2.497 0.549 -1.652 -0.056
C -2.793 1.693 -0.664 0.060
C -1.753 1.095 -2.886 0.039
C -3.821 -0.041 -2.175 0.023
H -5.000 -4.264 1.737 -0.004
H -5.606 -3.668 0.196 -0.003
H -5.454 -2.560 1.553 -0.001
H -2.836 -5.048 1.054 -0.005
H -0.601 -5.821 0.661 -0.004
H 0.558 -4.548 1.037 -0.004
H 0.286 -5.017 -0.638 -0.001
H -0.049 -2.465 -0.855 0.020
H -4.043 -1.069 0.151 0.002
H -1.875 2.199 -0.366 0.000
H -3.281 1.305 0.232 -0.002
H -3.456 2.417 -1.135 0.001
H -0.728 1.380 -2.657 -0.003
H -2.275 1.978 -3.254 0.000
H -1.737 0.347 -3.680 0.002
H -4.632 0.035 -1.454 -0.002
H -3.706 -1.084 -2.472 -0.002
H -4.128 0.522 -3.054 0.000
N 0.711 1.548 -0.723 -0.078
C 0.838 2.692 -0.746 0.057
C 0.958 4.097 -0.764 -0.003
C 1.139 4.784 0.447 0.008
C 1.221 6.161 0.439 -0.004
C 1.131 6.858 -0.761 0.009
C 0.966 6.177 -1.961 -0.004
C 0.876 4.800 -1.974 0.005
H 1.217 4.230 1.373 0.001
H 1.359 6.698 1.367 0.000
H 1.193 7.938 -0.760 0.000
H 0.912 6.729 -2.890 0.000
H 0.747 4.265 -2.905 0.000
```

The orbital gap (spin up / spin down) comes out at 0.263 / 0.187 Ha. The spin multiplicity is 4. As for the largest force on an atom: 0.0529 Eh/bohr. As for the total energy: -52503.369 eV. As for the net charge: +2. Its expectation value of S² is 3.8148. The calculation puts the energy above the lowest of the compared OMol25 structures with the same formula, charge and spin at 6.5 kcal per mole.



Entry 2:
Molecular formula: C4H13N2
Method: DFT, ωB97M-V/def2-TZVPD

XYZ file:
```
19
Properties=species:S:1:pos:R:3:mulliken_charge:R:1
C 0.712 -1.555 -1.596 -0.497
N 1.017 -0.224 -1.199 -0.159
H 1.525 -2.293 -1.578 0.352
H 0.039 -1.726 -2.469 0.287
H 1.553 0.228 -2.003 0.270
H 0.165 -1.334 -0.732 0.121
C 1.161 0.846 1.672 -1.144
C -0.222 1.181 0.991 -0.274
N -1.076 0.012 0.964 -0.252
C -1.879 -0.024 -0.293 -0.829
H 1.791 1.752 1.746 0.363
H 1.704 0.066 1.098 0.291
H 0.979 0.468 2.681 0.359
H 0.003 1.477 -0.050 0.268
H -0.710 2.009 1.508 0.444
H -0.428 -0.796 0.995 0.373
H -2.324 -1.013 -0.403 0.356
H -2.718 0.688 -0.142 0.306
H -1.291 0.239 -1.190 0.366
```

The orbital gap comes out at 0.188 Ha. As for the largest force on an atom: 0.1167 Eh/bohr. As for the total energy: -7324.840 eV. As for the net charge: +1. The calculation puts the energy above the lowest of the compared OMol25 structures with the same formula, charge and spin at 199.4 kcal per mole.



Entry 3:
Molecular formula: C5H10N2O3S
Method: DFT, ωB97M-V/def2-TZVPD

XYZ file:
```
21
Properties=species:S:1:pos:R:3:mulliken_charge:R:1
N 3.058 2.161 -1.240 -0.709
C 1.841 1.501 -1.611 -0.776
C 1.050 1.079 -0.429 0.641
O 1.346 1.657 0.624 -0.711
N -0.247 0.493 -0.711 -0.165
C -0.857 0.182 0.551 0.438
C -2.189 -0.338 0.167 -0.995
S -2.112 -1.836 -1.082 -0.285
C -0.155 -0.727 1.380 0.503
O -0.721 -1.730 1.925 -0.629
O 1.097 -0.492 1.773 -0.568
H 3.995 1.502 -1.080 0.286
H 2.912 2.578 -0.219 0.332
H 1.799 0.694 -2.241 0.470
H 1.163 2.396 -1.926 0.266
H -0.316 -0.235 -1.501 0.318
H -1.103 1.162 1.091 0.178
H -2.652 -0.814 1.132 0.387
H -2.956 0.292 -0.424 0.406
H -1.956 -2.910 -0.284 0.161
H 1.310 0.475 1.505 0.452
```

The orbital gap comes out at 0.359 Ha. As for the largest force on an atom: 0.1617 Eh/bohr. As for the total energy: -25303.092 eV. The calculation puts the energy above the lowest of the compared OMol25 structures with the same formula, charge and spin at 76.7 kcal per mole.



Entry 4:
Molecular formula: C21H14AlN4O8
Method: DFT, ωB97M-V/def2-TZVPD

XYZ file:
```
48
Properties=species:S:1:pos:R:3:mulliken_charge:R:1
Al 1.451 -1.204 -0.723 -0.041
O 3.229 -1.124 -0.905 -0.583
C 3.983 -1.779 -0.037 0.734
C 5.179 -2.362 -0.488 -0.687
C 6.014 -3.044 0.369 -0.422
C 5.712 -3.163 1.725 -0.658
C 4.557 -2.575 2.196 -0.765
C 3.678 -1.899 1.346 0.909
C 2.539 -1.201 1.924 -0.641
N 1.550 -0.859 1.196 0.972
N 0.629 0.084 1.645 -1.092
C 0.403 0.854 0.606 0.321
O 0.980 0.688 -0.537 -0.571
C -0.598 1.948 0.751 0.467
C -1.182 2.223 1.985 -0.172
C -2.156 3.202 2.090 -0.658
C -2.554 3.912 0.963 -0.391
C -1.972 3.640 -0.265 -0.749
C -0.994 2.662 -0.373 -0.374
H 5.409 -2.268 -1.541 0.432
H 6.918 -3.496 -0.021 0.346
H 6.370 -3.700 2.394 0.379
H 4.307 -2.637 3.249 0.377
H 2.574 -0.871 2.962 0.421
H -0.873 1.649 2.848 0.487
H -2.615 3.406 3.049 0.384
H -3.321 4.672 1.045 0.407
H -2.289 4.184 -1.147 0.398
H -0.538 2.427 -1.324 0.532
O -0.313 -0.297 -3.709 -0.710
C -0.681 -0.587 -2.588 0.265
O -0.020 -1.295 -1.731 -0.275
C -2.029 -0.097 -2.086 0.231
C -2.503 -0.446 -0.825 -0.251
C -3.676 0.111 -0.342 -0.485
C -4.351 1.010 -1.148 0.021
C -3.916 1.362 -2.414 -0.386
C -2.743 0.793 -2.878 -0.556
N -5.585 1.635 -0.633 1.053
O -6.167 2.424 -1.355 -0.643
O -5.958 1.324 0.481 -0.626
H -1.931 -1.133 -0.217 0.515
H -4.055 -0.127 0.640 0.489
H -4.478 2.073 -2.999 0.487
H -2.344 1.047 -3.850 0.478
O 1.339 -4.003 1.239 -0.405
N 1.638 -4.106 0.079 0.244
O 1.383 -3.059 -0.647 -0.204
```

The orbital gap comes out at 0.267 Ha. As for the largest force on an atom: 0.0076 Eh/bohr. As for the total energy: -50945.154 eV. As for the net charge: -1. The calculation puts the energy above the lowest of the compared OMol25 structures with the same formula, charge and spin at 0.0 kcal per mole.



Entry 5:
Molecular formula: C4H12N2
Method: DFT, ωB97M-V/def2-TZVPD

XYZ file:
```
18
Properties=species:S:1:pos:R:3:mulliken_charge:R:1
C 0.930 4.202 -2.457 -0.752
C 2.076 4.529 -1.832 0.091
C 3.068 5.514 -2.299 -1.044
H 0.404 3.587 -1.738 0.248
H 0.850 4.369 -3.519 0.307
H 2.342 3.965 -0.937 0.287
H 2.578 6.253 -2.934 0.298
H 3.593 6.047 -1.505 0.307
H 3.896 5.013 -2.827 0.259
N -1.569 -4.978 3.353 -0.570
C -2.449 -4.370 2.378 -0.303
N -2.338 -4.973 1.051 -0.620
H -1.643 -5.987 3.336 0.203
H -0.612 -4.739 3.180 0.232
H -3.468 -4.510 2.778 0.284
H -2.164 -3.317 2.349 0.347
H -2.452 -5.968 1.212 0.206
H -3.042 -4.636 0.413 0.221
```

The orbital gap comes out at 0.388 Ha. As for the largest force on an atom: 0.0568 Eh/bohr. As for the total energy: -7321.198 eV. The calculation puts the energy above the lowest of the compared OMol25 structures with the same formula, charge and spin at 42.2 kcal per mole.



Entry 6:
Molecular formula: C36H32ClNOOsP2
Method: DFT, ωB97M-V/def2-TZVPD

XYZ file:
```
74
Properties=species:S:1:pos:R:3:mulliken_spin:R:1
Os 0.318 -0.066 -1.239 -0.064
Cl 2.676 -0.876 -1.566 -0.003
C 3.520 -0.436 -0.073 0.001
C 4.889 -0.307 -0.100 0.002
C 5.534 0.016 1.091 0.001
C 4.813 0.191 2.264 0.000
C 3.432 0.047 2.263 -0.008
C 2.760 -0.269 1.083 0.014
P 0.990 -0.577 0.952 0.007
C 0.785 -2.359 0.874 0.004
C 1.834 -3.240 1.145 -0.001
C 1.658 -4.597 0.929 0.000
C 0.449 -5.076 0.436 -0.001
C -0.597 -4.203 0.166 0.001
C -0.434 -2.843 0.382 0.011
C 0.252 -0.038 2.572 -0.005
C -0.142 1.370 2.888 0.003
C -1.085 1.527 4.004 0.018
C -1.410 0.505 4.849 0.000
C -0.860 -0.752 4.596 0.010
C -0.097 -1.033 3.435 0.029
H 5.447 -0.460 -1.014 0.000
H 6.610 0.127 1.095 0.000
H 5.328 0.430 3.183 0.000
H 2.884 0.166 3.190 -0.001
H 2.781 -2.874 1.523 0.001
H 2.464 -5.285 1.145 0.000
H 0.323 -6.137 0.267 0.000
H -1.542 -4.579 -0.202 0.000
H -1.269 -2.176 0.203 -0.005
H 0.386 2.074 0.989 0.067
H -1.474 2.525 4.178 -0.006
H -2.064 0.658 5.696 0.000
H -1.052 -1.560 5.295 0.000
H 0.187 -2.059 3.239 0.003
O 0.941 1.925 -1.619 0.018
N 1.666 2.203 -2.726 -0.003
C 2.979 2.448 -2.574 0.000
C 3.741 2.802 -3.663 0.000
C 3.141 2.900 -4.913 0.002
C 1.781 2.654 -5.035 0.002
C 1.054 2.308 -3.917 -0.004
H 3.350 2.369 -1.562 0.000
H 4.793 3.007 -3.524 0.000
H 3.726 3.174 -5.781 0.000
H 1.274 2.738 -5.985 0.000
H -0.010 2.120 -3.917 0.007
C -2.686 0.995 -3.105 0.005
P -2.060 0.274 -1.564 0.077
C -2.066 1.630 -0.362 -0.091
C -2.188 2.998 -0.559 0.317
C -1.773 3.906 0.479 -0.024
C -1.023 3.498 1.525 0.232
C -0.567 2.068 1.568 -0.065
C -1.468 1.174 0.801 0.463
C -3.254 -0.981 -1.082 0.010
C -4.257 -0.720 -0.150 -0.008
C -5.219 -1.686 0.111 0.002
C -5.184 -2.901 -0.558 0.000
C -4.189 -3.160 -1.493 0.000
C -3.219 -2.206 -1.752 0.004
H -3.720 1.303 -2.941 0.006
H -2.668 0.252 -3.902 0.000
H -2.095 1.863 -3.402 -0.003
H -2.657 3.394 -1.450 0.002
H -2.042 4.950 0.389 0.004
H -0.641 4.205 2.252 0.001
H 0.753 1.918 3.251 0.008
H -1.632 0.148 1.112 -0.038
H -4.307 0.238 0.354 -0.006
H -6.008 -1.482 0.823 0.000
H -5.941 -3.648 -0.357 0.000
H -4.176 -4.102 -2.025 0.000
H -2.441 -2.413 -2.481 0.002
```

The orbital gap (spin up / spin down) comes out at 0.160 / 0.193 Ha. The spin multiplicity is 2. As for the largest force on an atom: 0.0291 Eh/bohr. As for the total energy: -74925.490 eV. As for the net charge: +3. Its expectation value of S² is 0.8909. The calculation puts the energy above the lowest of the compared OMol25 structures with the same formula, charge and spin at 103.0 kcal per mole.



- Which of these has the highest largest force on an atom?
  C5H10N2O3S



- Among the records above, which one has the highest largest force on an atom?
  C5H10N2O3S



Copy entry 5 word for word.
Molecular formula: C4H12N2
Method: DFT, ωB97M-V/def2-TZVPD

XYZ file:
```
18
Properties=species:S:1:pos:R:3:mulliken_charge:R:1
C 0.930 4.202 -2.457 -0.752
C 2.076 4.529 -1.832 0.091
C 3.068 5.514 -2.299 -1.044
H 0.404 3.587 -1.738 0.248
H 0.850 4.369 -3.519 0.307
H 2.342 3.965 -0.937 0.287
H 2.578 6.253 -2.934 0.298
H 3.593 6.047 -1.505 0.307
H 3.896 5.013 -2.827 0.259
N -1.569 -4.978 3.353 -0.570
C -2.449 -4.370 2.378 -0.303
N -2.338 -4.973 1.051 -0.620
H -1.643 -5.987 3.336 0.203
H -0.612 -4.739 3.180 0.232
H -3.468 -4.510 2.778 0.284
H -2.164 -3.317 2.349 0.347
H -2.452 -5.968 1.212 0.206
H -3.042 -4.636 0.413 0.221
```

The orbital gap comes out at 0.388 Ha. As for the largest force on an atom: 0.0568 Eh/bohr. As for the total energy: -7321.198 eV. The calculation puts the energy above the lowest of the compared OMol25 structures with the same formula, charge and spin at 42.2 kcal per mole.



- The highest largest force on an atom belongs to which entry?
  C5H10N2O3S